No. 1
ORCA calculation (the ωB97M-V functional and the def2-TZVPD basis) on an isolated molecule of C18H26N2O2 at a distorted geometry.

Summary:
* LUMO: 0.761 eV
* energy above the lowest of the compared OMol25 structures with the same formula, charge and spin: 293.3 kJ/mol
* HOMO level: -0.303 hartree

Each line ends with the Löwdin charge.
Atoms and positions in Å:
1 O 2.51750 -1.43294 0.48190  0.03
2 O 1.63309 1.80295 0.39075  0.03
3 C 2.43331 -1.04880 1.63214  -0.51
4 C 1.27704 1.18172 -0.61199  -0.40
5 C -0.03378 -0.59889 -2.96408  0.01
6 C -0.65648 -0.51740 -4.19265  -0.08
7 C -2.59169 0.43814 -3.19264  0.00
8 C -0.61743 0.08288 -1.83490  -0.20
9 C -1.92266 -0.02466 -4.34514  -0.28
10 C -1.94287 0.43722 -1.90698  -0.16
11 N 1.23050 -0.82058 2.20218  -0.02
12 N 0.16313 0.26025 -0.66956  0.07
13 C 3.73836 -0.48220 2.15357  0.01
14 C 1.71491 1.90012 -1.87600  0.00
15 C -2.68683 0.18451 -5.70467  -0.06
16 C 0.10509 0.58166 4.00476  -0.06
17 C 1.16923 -1.57004 4.58957  -0.04
18 C -2.71874 0.80466 -0.64479  -0.11
19 C -0.00542 -1.15849 1.54968  -0.11
20 C -2.11785 -0.14728 0.40595  -0.13
21 C 1.20297 -0.39638 3.60392  -0.38
22 C -0.56546 -0.03064 0.66137  -0.18
23 H 0.88195 -1.16686 -2.82845  0.12
24 H -0.24988 -0.90282 -5.15092  0.12
25 H -3.69590 0.77772 -3.28500  0.14
26 H 3.79480 0.57686 1.92746  0.09
27 H 4.52290 -1.08185 1.66238  0.10
28 H 3.80909 -0.57818 3.21344  0.05
29 H 1.91597 2.95388 -1.64546  0.09
30 H 2.67851 1.42786 -2.14564  0.10
31 H 1.04155 2.04851 -2.67255  0.06
32 H -2.80895 1.28837 -5.89854  0.09
33 H -2.25060 -0.30787 -6.61637  0.08
34 H -3.64873 -0.34791 -5.60679  0.07
35 H 0.28505 1.03918 4.98471  0.09
36 H 0.12745 1.47257 3.35281  0.09
37 H -0.82316 0.08745 4.00660  0.06
38 H 0.37509 -2.29596 4.40874  0.08
39 H 1.05884 -1.30736 5.61692  0.06
40 H 2.14129 -2.08166 4.57106  0.08
41 H -3.82170 0.62346 -0.77487  0.13
42 H -2.56024 1.85276 -0.51099  0.11
43 H 0.13439 -2.15271 0.99418  0.16
44 H -0.81276 -1.39075 2.25749  0.12
45 H -2.28854 -1.16561 0.11207  0.12
46 H -2.71723 0.00594 1.24358  0.09
47 H 2.03953 0.23672 3.80965  0.12
48 H -0.45460 0.94246 1.24214  0.14

=====

No. 2
ORCA calculation (the ωB97M-V functional and the def2-TZVPD basis) on a cluster of 2 separate species, C5H15NO in total at a distorted geometry.

Summary:
* LUMO: 0.748 eV
* energy above the lowest of the compared OMol25 structures with the same formula, charge and spin: 115.3 kJ/mol
* HOMO level: -0.286 hartree

Each line ends with the Löwdin charge.
Atoms and positions in Å:
1 C 0.12237 -0.52066 -1.06261  -0.26
2 N -0.54829 -0.50000 0.20866  -0.25
3 C -0.18848 0.48994 1.20117  -0.27
4 C 0.22629 -0.09941 2.52896  -0.08
5 C -1.90438 -0.97043 0.20287  -0.10
6 C 0.36526 -1.94279 -1.57208  -0.09
7 H 1.04287 0.06044 -1.01331  0.10
8 H -0.51029 -0.07440 -1.83553  0.11
9 H -0.99964 1.23249 1.26140  0.11
10 H 0.62531 1.06866 0.76064  0.09
11 H 0.56041 0.65317 3.23944  0.07
12 H -0.62916 -0.60399 2.99698  0.07
13 H 0.92344 -0.89545 2.34668  0.07
14 H -2.01063 -2.04587 0.34614  0.08
15 H -2.40394 -0.72710 -0.74458  0.08
16 H -2.48343 -0.39967 0.93063  0.08
17 H 1.09959 -2.47946 -0.99140  0.06
18 H -0.56268 -2.52113 -1.53229  0.06
19 H 0.70453 -1.96995 -2.61098  0.07
20 H 1.83480 3.74025 -0.86271  0.04
21 H 2.25928 2.35393 -1.37945  0.03
22 O 1.51815 2.96863 -1.36413  -0.07

=====

> The lowest HOMO level belongs to which entry?

C18H26N2O2

=====

> What is the formula in the second record?

C5H15NO

=====

> The lowest HOMO level belongs to which entry?

C18H26N2O2

=====

> Which of these has the highest HOMO level?

C5H15NO